Here is a structure of composition C19H32Cl2FeN3O4 in a non-equilibrium geometry from OMol25. Energies are from ωB97M-V with the def2-TZVPD basis set.

Geometry as XYZ:
```
61
Properties=species:S:1:pos:R:3:forces:R:3
O 1.95979 1.54308 -2.82705 0.4663 -0.2074 -3.1726
C 2.08491 1.40069 -4.05247 0.3004 0.5623 2.5160
C 2.54108 2.56358 -4.87495 0.3449 0.7296 -0.1413
C 2.98393 3.71658 -4.18571 -0.1934 0.1168 -0.5735
H 3.16247 3.65881 -3.11118 -0.3639 -0.0040 -0.2893
C 3.18731 4.91308 -4.88081 0.0264 -0.5082 -0.3119
H 3.46050 5.81502 -4.33439 0.0187 -0.2102 -0.1552
C 3.03245 4.95001 -6.27824 -0.2423 -0.5248 0.2086
H 3.17420 5.88790 -6.81649 -0.0366 -0.2537 0.1136
C 2.69442 3.77775 -6.97867 0.2315 0.2567 0.2990
H 2.59366 3.80853 -8.06925 0.0880 -0.0656 0.4463
C 2.47971 2.58305 -6.27934 -0.0008 0.1696 0.3367
H 2.28028 1.65549 -6.82228 -0.2110 0.3027 0.1709
H 1.89751 0.44316 -4.59459 -0.1511 0.2625 0.5190
C -2.66991 0.97009 -1.83962 -0.8424 -0.2430 -0.1090
C -2.15202 -0.04139 -0.85356 1.7008 1.0019 0.5618
H -3.73692 0.85548 -2.05300 -0.4024 0.1930 -0.2983
H -2.14279 0.95982 -2.82110 -0.1328 -0.0082 0.6109
H -2.53699 1.96947 -1.36526 -0.0115 -0.5235 -0.4692
C -2.80187 -0.80694 0.01406 -0.9055 -0.2163 0.0430
C -4.28761 -1.11470 -0.05382 -0.0107 0.3184 -0.0590
H -2.29844 -1.27233 0.87543 -0.0409 0.1103 -0.7572
H -4.72297 -0.57041 -0.90403 -0.1837 -0.2818 0.2441
H -4.80340 -0.81023 0.86644 -0.1129 0.0779 -0.0149
H -4.48541 -2.18974 -0.16343 0.0432 0.0881 -0.1184
Fe -0.12753 0.57530 -0.80153 -0.6638 -1.2881 0.4950
Cl -0.32650 2.40941 0.30026 0.1989 1.6845 0.8360
Cl 0.67842 -0.91217 -2.18037 0.6591 -1.3051 -0.9506
C -2.18800 0.57617 3.28181 1.2854 -0.3746 -1.1941
O -1.20187 -0.02023 2.84526 -1.1107 0.7026 0.9965
N -2.90028 0.18795 4.35612 -0.4493 0.0586 0.7384
C -2.51982 -0.92739 5.20629 -0.2311 0.1820 -0.1625
C -4.00783 0.98129 4.85097 0.0834 -0.0028 -0.1873
H -2.57941 1.50211 2.79560 0.1852 -0.4609 0.1363
H -1.70428 -1.47487 4.74451 0.0102 0.0008 -0.0506
H -3.39314 -1.57796 5.34289 0.2123 -0.0293 -0.0560
H -2.22364 -0.56153 6.19940 0.0632 -0.0481 -0.1471
H -4.22154 1.78036 4.12839 -0.0357 -0.2238 0.2784
H -3.75497 1.42841 5.82838 -0.1649 -0.0968 -0.2592
H -4.89459 0.33755 4.96551 0.1628 0.3005 -0.0052
H 0.22102 -5.74377 1.59133 -0.0199 0.0583 -0.0841
H 2.53524 -5.40721 0.44150 -0.1140 0.1247 -0.2810
C -0.16908 -5.06128 0.82365 -0.1740 0.2444 -0.0474
C 2.00435 -4.73027 -0.25305 0.0049 0.0807 0.2050
N 0.86099 -4.13280 0.41067 0.2900 -0.6744 -0.0722
H -1.01191 -4.49188 1.23499 0.2466 -0.1461 -0.2009
C 0.67503 -2.78593 0.48746 -1.3187 1.1204 0.1796
O -0.40401 -2.26431 0.77269 1.9019 -1.0110 0.0619
H 2.70392 -3.95522 -0.58903 -0.2502 -0.1161 0.0858
H 1.59162 -2.19212 0.29364 -0.3944 -0.2198 -0.1058
H -0.50756 -5.66560 -0.02968 -0.0602 0.1035 0.1319
H 1.67331 -5.31387 -1.13390 0.1707 0.2258 0.3040
C 3.77770 0.01626 2.95332 0.1688 0.2269 -0.1285
C 2.35938 0.27114 2.46784 -0.8704 -0.4957 -1.6052
N 1.47182 0.91459 3.27950 0.2625 -0.3437 0.5249
O 2.01897 -0.11410 1.33953 0.7013 0.3233 1.5257
H 3.99835 0.46425 3.92614 -0.0086 -0.0593 -0.0924
H 4.47596 0.39704 2.20071 -0.1635 0.1194 0.1545
H 3.97291 -1.06112 2.98800 -0.3004 0.1428 0.1216
H 0.47799 0.69841 3.11496 0.4147 0.3505 -0.2623
H 1.74511 1.18755 4.21956 -0.0708 -0.2971 -0.4835
```
Forces are in eV/Å.

Properties
- HOMO-LUMO gap (alpha / beta): 4.48 / 5.74 eV
- Net charge: -1
- Largest force on an atom: 3.21 eV/Å
- Calculated total energy: -3392.54847 Eh
- 2S+1: 5

Atomic partial charges in e from the Mulliken method, atoms 1 to 5: -0.502 -0.055 0.526 -0.391 0.393



Here is a cluster of 6 separate species, C19H32Cl4F8O4 in total in a non-equilibrium geometry from OMol25. Energies are from ωB97M-V with the def2-TZVPD basis set.

Geometry as XYZ:
```
67
Properties=species:S:1:pos:R:3:forces:R:3
F -30.88203 6.33662 -0.99824 0.1317 -0.1155 -0.3193
C -30.90246 5.02407 -1.34184 -0.7260 -0.1702 0.7045
F -30.91063 4.91177 -2.68878 0.2912 0.0494 -0.0240
C -29.71848 4.31274 -0.69380 0.1650 -0.8346 1.0883
F -29.86710 2.96399 -0.90718 0.2784 0.7744 -0.3892
F -29.88035 4.46492 0.66695 -0.1002 0.0639 -0.4692
C -28.39356 4.89277 -1.07454 0.2276 0.8069 -1.1572
O -27.28389 4.18589 -0.58350 0.3386 -0.4302 0.2402
C -26.24095 4.97089 -0.15284 -1.1146 0.6954 0.5421
F -26.67766 5.68800 0.92326 0.2274 0.2637 0.0003
F -25.27990 4.17187 0.26187 0.3765 -0.4615 0.1559
C -25.67250 5.89146 -1.24002 0.5145 -1.0880 -0.9036
F -26.55394 6.82363 -1.66304 -0.0417 0.2905 0.3821
F -24.53820 6.48777 -0.82675 -0.2228 0.1739 0.2141
H -31.81295 4.57196 -0.93471 -0.0178 0.0830 -0.1648
H -28.41956 5.92765 -0.72823 -0.0390 -0.1504 0.2457
H -28.28096 4.97237 -2.16138 -0.4095 -0.2308 -0.0442
H -25.45280 5.22271 -2.07765 0.3089 0.2941 0.1178
C -27.18798 2.09536 -8.76021 0.2999 0.2170 -0.6210
C -28.33447 1.20112 -8.31722 -0.4326 -0.9747 -0.0614
C -27.63645 -0.17213 -8.31054 -0.1222 0.0368 0.6877
O -26.30605 0.07536 -7.89470 0.3779 0.2335 -0.0167
C -25.89348 1.36437 -8.36920 -0.8523 -0.3516 0.5459
H -27.18315 3.09380 -8.32671 -0.2599 0.0703 -0.1965
H -27.18047 2.14442 -9.85162 -0.2883 0.4066 0.0615
H -29.20467 1.17006 -8.97861 0.2980 0.2252 -0.3639
H -28.79884 1.42389 -7.35483 0.6356 0.1545 0.2725
H -27.66342 -0.65936 -9.29333 0.0051 0.1289 -0.0406
H -28.03261 -0.85988 -7.56081 -0.2278 -0.0318 -0.2071
H -25.21891 1.23093 -9.21282 0.1717 0.1805 -0.0027
H -25.42733 1.90832 -7.54801 0.4039 -0.2664 -0.0200
C -24.42438 0.67675 -2.87313 0.1361 0.0413 0.2333
C -23.16580 1.00289 -2.09087 0.8828 0.0777 -0.1331
C -23.12966 2.52659 -2.11739 -0.6434 0.2512 0.8381
O -24.51209 2.91721 -2.24242 0.1027 0.9494 -0.4815
C -25.37453 1.82400 -2.48428 1.2602 -1.2545 -0.4596
H -24.78808 -0.32044 -2.62923 -0.1947 0.0503 -0.1866
H -24.19164 0.74750 -3.93812 -0.1564 -0.1693 -0.0308
H -22.27559 0.58346 -2.56528 -0.0303 -0.0292 0.0641
H -23.18980 0.62022 -1.06957 -0.1860 0.0865 0.0169
H -22.50213 2.98063 -2.88861 -0.3098 -0.2463 -0.4231
H -22.79516 2.99107 -1.18636 0.1484 -0.2850 0.1109
H -25.98549 1.99219 -3.37262 -0.5045 0.3960 0.6005
H -25.89134 1.56385 -1.55908 -0.5322 0.2047 -0.2234
C -25.55649 4.21999 -5.63557 -0.1265 0.7723 -0.5878
C -24.70212 5.22597 -6.43237 -0.5821 0.2371 -0.5256
C -24.42412 6.39615 -5.46583 0.2987 -0.7444 -0.6031
O -25.07577 6.07281 -4.24958 -0.0451 0.2132 0.0171
C -26.09606 5.13175 -4.52110 0.6593 -1.1773 0.2050
H -25.02159 3.33828 -5.28663 0.1001 0.1611 0.2717
H -26.38381 3.89922 -6.26785 0.0665 -0.2784 0.0704
H -25.34252 5.56718 -7.25123 0.2043 0.1332 -0.0547
H -23.78690 4.86120 -6.89550 -0.0315 -0.2884 0.1969
H -24.78106 7.33919 -5.88273 -0.0385 0.1099 0.1527
H -23.34280 6.43670 -5.33451 -0.0659 0.3667 0.5218
H -27.05098 5.58512 -4.79838 0.0319 0.2021 0.0174
H -26.19899 4.50679 -3.63265 -0.3801 0.2710 0.1444
Cl -35.39362 0.87460 -6.06108 -0.9268 -0.0642 -0.1937
C -33.68255 0.66293 -6.06119 0.7541 -0.0201 0.7346
Cl -32.88730 2.24476 -5.71135 -0.1000 -0.5749 -0.4389
H -33.42126 -0.00463 -5.24449 0.0391 0.1437 0.0390
H -33.34493 0.20470 -6.98483 0.0698 0.5095 -0.1883
Cl -28.26643 2.83025 -4.50440 -0.0095 -0.0263 -0.2581
C -29.88939 2.13246 -4.49973 0.1703 0.0650 0.5266
Cl -29.96997 0.76903 -3.37588 -0.1565 -0.0827 -0.0578
H -30.53842 2.92141 -4.14433 -0.2095 -0.1320 -0.0511
H -30.16093 1.77674 -5.48144 0.1074 0.0887 -0.1215
```
Forces are in eV/Å.

Properties
- SMILES: FC(F)C(F)(F)COC(F)(F)C(F)F.C1CCOC1.C1CCOC1.C1CCOC1.ClCCl.ClCCl
- HOMO-LUMO gap: 9.92 eV
- Net charge: 0
- Largest force on an atom: 1.84 eV/Å
- Calculated total energy: -3683.75308 Eh
- 2S+1: 1

Atomic partial charges in e from the Mulliken method, atoms 1 to 5: -0.282 -0.015 -0.224 0.949 -0.269



Here is a structure of composition C19H32F5N2O9TeTi from OMol25. Energies are from ωB97M-V with the def2-TZVPD basis set.

Geometry as XYZ:
```
69
Properties=species:S:1:pos:R:3:forces:R:3
Ti -0.35054 -0.12465 -0.37066 0.1375 0.3646 -0.5338
C -1.92410 -1.37832 0.57232 0.1260 -0.0354 0.3918
C 0.31500 -1.74056 1.09894 -0.3636 0.1284 -0.0241
O 1.33720 -1.07705 0.51433 -0.0475 -0.0931 0.0587
C 2.17204 -0.14599 1.30776 -0.0495 0.0340 -0.0144
C 2.25632 1.10697 0.48602 -0.0372 0.0002 -0.0304
O 0.89912 1.55540 0.23539 -0.0224 -0.0692 0.1197
C 0.70508 3.00578 0.36912 -0.0091 -0.0116 -0.0056
C -0.57519 3.36715 1.10840 0.0648 0.0952 -0.0206
O -0.76956 2.62750 2.28021 -0.0313 0.0473 0.0882
C -0.19566 3.09780 3.48860 0.0233 0.0043 0.0189
C 0.93187 2.17969 3.93470 -0.0075 0.0111 -0.0182
O 0.60725 0.80134 3.84528 0.0795 -0.0182 -0.0449
C -0.19646 0.25491 4.87676 -0.0215 -0.0220 -0.0029
C -1.68359 0.31743 4.59491 -0.0177 0.0837 0.0248
O -1.93680 -0.17679 3.27963 -0.0036 -0.1337 0.0603
C -3.30593 -0.39037 3.02204 -0.0057 0.0520 -0.0547
C -3.70153 0.15312 1.66458 -0.0315 0.0711 0.0165
O -2.72247 -0.13228 0.56601 0.1049 -0.1359 0.1441
H -1.97507 -1.79948 1.56680 -0.1156 -0.0678 -0.0374
H -2.30001 -2.02405 -0.21652 0.0521 0.0331 -0.0590
H 0.18488 -2.75861 0.74754 0.0251 -0.0171 0.0376
H 0.08313 -1.46653 2.12520 0.0607 -0.0760 0.0295
H 3.13791 -0.63340 1.42335 0.0004 0.0095 -0.0028
H 1.67910 0.02009 2.26746 -0.0053 0.0003 0.0215
H 2.75933 0.93907 -0.46603 0.0031 -0.0092 0.0105
H 2.80293 1.86297 1.04686 0.0025 0.0144 0.0010
H 0.70448 3.44153 -0.63266 0.0252 0.0278 0.0136
H 1.57328 3.38937 0.90243 0.0080 -0.0353 0.0262
H -1.45295 3.20661 0.48279 0.0101 -0.0179 0.0026
H -0.51004 4.44553 1.30087 -0.0493 -0.0049 -0.0125
H -0.99122 3.11766 4.23608 0.0397 0.0382 -0.0156
H 0.18350 4.12058 3.39336 0.0117 -0.0058 -0.0106
H 1.24372 2.44067 4.95114 -0.0006 -0.0023 0.0113
H 1.80111 2.31099 3.28415 -0.0005 0.0224 0.0025
H 0.00573 0.74959 5.83177 -0.0100 -0.0144 0.0155
H 0.10710 -0.78929 4.97629 0.0011 0.0114 -0.0227
H -2.07692 1.33494 4.67537 0.0125 -0.0226 -0.0296
H -2.19105 -0.30196 5.34215 -0.0118 0.0044 -0.0014
H -3.94372 0.15301 3.72767 -0.0259 -0.0494 0.0192
H -3.55688 -1.45104 3.12350 0.0255 -0.0080 -0.0350
H -3.75200 1.23722 1.62600 0.0362 0.0028 0.0046
H -4.62643 -0.29139 1.30040 -0.0098 0.0315 -0.0137
F -1.44304 -0.35110 -1.78961 -0.1212 0.0063 -0.0196
Te -1.89660 2.53431 -2.60510 0.0477 0.0074 -0.0367
F -3.21779 3.09935 -1.33373 -0.0327 -0.0082 0.0085
F -3.30462 1.83277 -3.54622 0.0195 0.0186 0.0022
F -1.90609 4.27596 -3.19992 -0.0557 -0.0593 -0.0058
F -0.84069 2.15159 -4.15917 -0.0088 -0.0035 0.0066
O -1.71237 0.89988 0.55257 0.0991 -0.2006 -0.1228
O 2.72506 -6.08546 -4.57640 0.0524 0.0362 -0.0364
C 1.79884 -5.42580 -5.37317 0.0258 0.0027 -0.0070
N 1.81318 -3.97438 -5.13938 -0.0502 0.0222 -0.0471
C 1.52919 -3.49941 -3.92362 -0.1027 0.0264 -0.0099
O 1.21204 -4.21215 -2.97951 0.0340 -0.0148 0.0244
C 1.60375 -2.00624 -3.70166 0.0288 -0.0060 0.0017
C 2.21902 -1.06331 -4.51455 -0.0016 -0.0170 0.0004
C 2.22207 0.26784 -4.12306 -0.0015 0.0089 0.0129
C 1.62239 0.61782 -2.92932 -0.0028 0.0187 -0.0094
N 1.03487 -0.28577 -2.13593 -0.0275 -0.0220 0.0192
C 1.02246 -1.55944 -2.53185 0.0860 0.0024 0.0361
H 2.39872 -6.07684 -3.66893 -0.0323 -0.0413 0.0178
H 0.78230 -5.79070 -5.21220 0.0001 0.0048 0.0405
H 2.08294 -5.58199 -6.41034 -0.0318 -0.0195 -0.0051
H 1.97205 -3.35467 -5.91459 0.0917 0.0020 0.0147
H 2.70822 -1.34703 -5.43750 0.0020 0.0026 -0.0033
H 2.68150 1.02973 -4.73566 0.0021 0.0017 0.0000
H 1.60482 1.64937 -2.59971 -0.0034 0.0047 0.0006
H 0.53579 -2.29946 -1.90177 0.0100 -0.0112 -0.0115
```
Forces are in eV/Å.

Properties
- HOMO-LUMO gap (alpha / beta): 7.54 / 6.71 eV
- Net charge: +2
- Largest force on an atom: 0.66 eV/Å
- Calculated total energy: -3145.98194 Eh
- 2S+1: 2

Atomic partial charges in e from the Mulliken method, atoms 1 to 5: 0.229 -0.780 -0.277 -0.324 0.103



Here is a structure of composition C19H32HfN3 in a non-equilibrium geometry from OMol25. Energies are from ωB97M-V with the def2-TZVPD basis set.

Geometry as XYZ:
```
55
Properties=species:S:1:pos:R:3:forces:R:3
C -0.49807 0.79281 -3.48785 0.1538 -0.0437 0.9434
C -0.05487 2.24551 -3.62855 0.1535 0.3135 -0.0735
C 0.15293 -0.01109 -4.60865 0.1747 -0.3277 -0.1461
C -2.00327 0.78531 -3.74375 -0.2921 0.1149 -0.0693
H -0.42907 0.06951 -5.54045 0.0930 0.0842 0.1571
H 0.21873 -1.07409 -4.37635 0.0100 -0.2004 -0.0997
H 1.16233 0.32271 -4.84545 0.0922 0.0396 0.0556
H -0.14527 2.58121 -4.67385 -0.0815 -0.0612 0.1273
H 0.98013 2.41581 -3.33825 0.0654 0.0444 -0.0902
H -0.67557 2.91731 -3.03555 -0.0693 0.1358 0.1271
H -2.25897 1.50611 -4.53595 0.0623 -0.1222 0.0703
H -2.58227 1.06731 -2.86705 -0.2082 0.1796 0.0963
H -2.37097 -0.18049 -4.08475 -0.0323 -0.1669 0.0890
C 2.24173 -0.53189 -0.12205 0.0054 0.0498 -0.3875
C 2.49553 -0.69949 -1.50325 -0.3249 -0.1549 -0.2026
C 2.38953 0.55951 -2.11955 -0.2786 -0.1637 -0.3128
H 2.73693 -1.62609 -1.99655 0.0840 -0.0539 -0.0234
C 2.05023 1.50471 -1.13305 -0.1336 -0.1228 0.4471
C 1.96953 0.83071 0.11335 1.1110 0.6182 -0.9197
H 1.78863 1.28361 1.07245 0.0005 0.1770 -0.4277
H 2.26513 -1.30939 0.62205 0.0978 -0.0528 -0.2515
H 2.54013 0.76311 -3.16265 -0.0090 0.0190 -0.1336
H 1.90973 2.55771 -1.29665 -0.0178 0.1669 0.0315
C -1.68637 -1.36539 0.03595 -0.6897 -0.6519 -0.5373
C -0.53187 -2.16909 0.00175 -0.0136 -0.1197 -0.3042
C -0.30977 -2.55999 -1.33725 0.2528 0.1087 -0.1779
H 0.06913 -2.44679 0.85085 -0.0097 -0.1258 -0.0144
C -1.32767 -1.99809 -2.13155 0.2713 0.2052 -0.2764
C -2.17447 -1.24769 -1.28795 0.0816 0.0886 0.4009
H -3.04137 -0.69029 -1.59215 -0.1514 -0.0188 -0.0464
H -2.13137 -0.94669 0.92085 0.0246 -0.1256 -0.3232
H 0.49613 -3.18239 -1.68925 0.0021 -0.1020 -0.0285
H -1.43607 -2.12029 -3.19305 -0.0228 0.0089 -0.1262
Hf 0.05483 -0.05929 -1.27075 0.3394 -0.8197 0.4092
C 2.56663 -0.35099 2.88075 0.5584 -0.2615 -0.1077
N 1.18903 -0.06989 3.41155 -1.2071 0.7608 -1.6527
C 1.25723 -0.08229 4.85025 -0.3943 -0.3202 1.3424
C -0.11907 0.17921 2.61115 -1.1966 0.8857 1.5154
N -0.08247 0.10351 1.28425 -1.4690 1.4835 3.6093
N -1.40877 0.49651 3.25225 3.7050 -0.1940 -0.2344
C -1.75047 0.21691 4.63955 -1.1767 -0.0050 0.2867
C -2.62507 0.77321 2.48825 -0.4198 -0.3530 -0.3358
H 3.38403 -0.32419 3.62805 -1.3042 0.0161 0.7028
H 3.06163 0.40841 2.25995 -0.9838 -0.5237 -0.6565
H 2.66983 -1.40179 2.56275 -0.1434 0.5550 -0.5651
H 0.91983 0.89391 5.24055 -0.3823 -0.7998 0.3129
H 0.76823 -1.01529 5.18545 -0.3357 0.8662 0.5872
H 2.27313 -0.20929 5.28235 -0.4597 0.2642 -0.9718
H 0.65553 -0.51129 1.35765 2.4994 -1.4248 -1.5325
H -2.23137 1.10501 5.08855 -0.1065 -0.4445 -0.3043
H -2.43197 -0.65869 4.66835 -0.0417 0.5814 -0.0277
H -0.98567 -0.04369 5.32945 0.8858 -0.0415 -0.1398
H -2.43257 1.19251 1.48015 -0.0205 -0.3897 0.6930
H -3.24757 -0.15379 2.44675 0.4420 0.4676 -0.3499
H -3.29397 1.46751 3.03685 0.8095 -0.0435 -0.1543
```
Forces are in eV/Å.

Properties
- HOMO-LUMO gap: 7.48 eV
- Net charge: +1
- Largest force on an atom: 4.17 eV/Å
- Calculated total energy: -955.08016 Eh
- 2S+1: 1

Atomic partial charges in e from the Mulliken method, atoms 1 to 5: 1.716 -1.913 -1.747 -1.943 0.488